Entry w
A cluster of 2 separate species, C5H14IN2 in total, computed with ωB97M-V/def2-TZVPD.

Positions of all 22 atoms, in Å:
1 C -1.63615 1.84556 0.20032
2 C -1.33038 -0.34099 -1.07959
3 C 0.09779 -0.36397 1.58431
4 C -0.67305 0.83111 -0.48233
5 C 2.05249 -0.69257 -0.70869
6 N 1.81503 -1.98377 -0.52451
7 N 0.37169 0.45575 0.39608
8 I 3.59445 0.16216 0.44845
9 H -2.16993 1.51934 1.03950
10 H -1.13861 2.69099 0.51775
11 H -2.27818 2.25307 -0.59514
12 H -1.64883 -0.93774 -0.24183
13 H -0.61589 -1.10953 -1.48990
14 H -2.16519 -0.10443 -1.75373
15 H -0.70428 -0.03157 2.16212
16 H -0.27554 -1.47457 1.36042
17 H 0.92754 -0.42305 2.20111
18 H -0.07853 1.47384 -1.33420
19 H 1.99427 -0.18211 -1.59777
20 H 1.68221 -2.31494 0.34821
21 H 1.14193 -2.46353 -1.12031
22 H 1.03714 1.19096 0.66974

The highest occupied orbital energy is -13.4 eV. Its LUMO energy is -4.53 eV. Its net charge is +1. Its HOMO-LUMO gap is 8.898 eV. The spin multiplicity is 1.

Entry x
A cluster of 2 separate species, C5H14IN2 in total, computed with ωB97M-V/def2-TZVPD.

Positions of all 22 atoms, in Å:
1 C -1.69939 -1.75569 -0.95148
2 C -0.69239 1.28822 -1.17057
3 C -0.48691 -1.13186 -0.22776
4 C -0.78176 0.37639 0.11215
5 C 0.23084 0.82174 1.17487
6 N 0.00958 0.47663 2.37250
7 N 1.22566 1.52461 0.80002
8 I 4.18709 -0.15313 -0.43236
9 H -2.44821 -2.16071 -0.16646
10 H -2.17281 -1.24553 -1.73688
11 H -1.36417 -2.61960 -1.50802
12 H -0.60194 2.28156 -0.81488
13 H -1.51263 1.38045 -1.77751
14 H 0.08850 0.99464 -1.72955
15 H 0.40206 -1.21611 -0.85942
16 H -0.19289 -1.61166 0.75762
17 H -1.75669 0.44495 0.53026
18 H -0.69009 -0.31057 2.56714
19 H 0.51843 0.65678 3.24412
20 H 1.44858 1.60755 -0.24564
21 H 2.00324 1.89962 1.31642
22 H 4.28593 -1.54828 -1.25457

The highest occupied orbital energy is -13.3 eV. Its LUMO energy is -3.03 eV. Its net charge is +1. Its HOMO-LUMO gap is 10.221 eV. The spin multiplicity is 1.

Which is most stable, and by how much? entry x, by 46.9 kcal/mol.

Entry w
A cluster of 2 separate species, C7H8N2O3 in total, computed with ωB97M-V/def2-TZVPD.

Positions of all 20 atoms, in Å:
1 N -1.24453 -3.04368 -1.15205
2 C -1.69745 -2.37917 -0.31763
3 C -2.19777 -1.47137 0.71382
4 O -3.12560 -0.70394 0.49638
5 C -1.30342 -1.54605 1.86883
6 N -0.55954 -1.51189 2.76038
7 C 0.44600 2.51193 0.66200
8 C 0.10809 1.14168 0.07830
9 O 0.96234 0.19995 0.66317
10 C 1.44133 -0.65639 -0.38398
11 C 0.83175 -0.10356 -1.68908
12 O 0.35464 1.16833 -1.30834
13 H -0.20486 3.26864 0.22620
14 H 0.37388 2.48491 1.76347
15 H 1.48566 2.75803 0.42098
16 H -0.92528 0.84267 0.32569
17 H 1.13934 -1.67039 -0.16875
18 H 2.52719 -0.64292 -0.39917
19 H 0.01209 -0.71745 -2.07887
20 H 1.57614 0.07068 -2.48135

Its SMILES is N#CC(=O)C#N.CC1OCCO1. The highest occupied orbital energy is -10.0 eV. Its LUMO energy is -2.33 eV. Its HOMO-LUMO gap is 7.668 eV. The spin multiplicity is 1.

Entry x
An isolated molecule of C7H8N2O3, computed with ωB97M-V/def2-TZVPD.

Positions of all 20 atoms, in Å:
1 O 1.64145 1.06122 -2.24945
2 N 1.26300 2.16023 -2.20258
3 O 1.17662 3.00112 -3.06822
4 N 0.64639 2.52357 -1.02012
5 O 0.21066 3.83640 -0.88528
6 C 1.15016 1.69835 0.29120
7 C 0.31939 0.42659 0.47770
8 C -0.83698 0.43658 1.35058
9 C -1.47940 -0.79311 1.58854
10 C -1.08241 -1.89334 0.86381
11 C -0.07041 -1.93356 -0.06586
12 C 0.68293 -0.74920 -0.15841
13 H -0.24687 4.01172 -1.77378
14 H 1.03914 2.40300 1.15302
15 H 2.15266 1.34379 0.05647
16 H -0.98443 1.17308 2.10775
17 H -2.48201 -0.80468 2.11172
18 H -1.75283 -2.74762 1.05908
19 H -0.02253 -2.79481 -0.67545
20 H 1.55870 -0.69389 -0.88667

Its SMILES is O=[N+]([O-])N(O)Cc1ccccc1. The highest occupied orbital energy is -9.5 eV. Its LUMO energy is 0.67 eV. Its HOMO-LUMO gap is 10.163 eV. The spin multiplicity is 1.

Entry y
An isolated molecule of C7H8N2O3, computed with ωB97M-V/def2-TZVPD.

Positions of all 20 atoms, in Å:
1 C 0.06896 2.93184 -0.52089
2 O -0.10115 2.01478 0.55471
3 C 0.62651 0.87466 0.39978
4 C 1.99214 0.81775 0.67274
5 C 2.64266 -0.37338 0.49446
6 C 1.91271 -1.48846 0.17243
7 N 0.61539 -1.44863 -0.05799
8 C 0.01201 -0.29937 0.00423
9 C -1.38371 -0.24767 -0.49037
10 O -1.96408 0.72360 -0.91454
11 N -2.05276 -1.45151 -0.50916
12 O -1.71580 -2.38531 0.45598
13 H 0.96536 3.55201 -0.34395
14 H -0.82671 3.56766 -0.58629
15 H 0.20754 2.41208 -1.45452
16 H 2.47620 1.70591 0.99743
17 H 3.74421 -0.46771 0.64542
18 H 2.40987 -2.48669 0.11935
19 H -3.01002 -1.36938 -0.66407
20 H -0.88435 -2.72972 0.09312

Its SMILES is COc1cccnc1C(=O)NO. The highest occupied orbital energy is -9.2 eV. Its LUMO energy is 0.23 eV. Its HOMO-LUMO gap is 9.448 eV. The spin multiplicity is 1.

Which is most stable, and by how much? entry y, by 18.8 kcal/mol.

Entry w
A structure of composition C3H2N2OS, computed with ωB97M-V/def2-TZVPD.

Positions of all 9 atoms, in Å:
1 C 0.53484 -0.53924 1.15558
2 C 0.84378 -0.75414 -0.30017
3 C -0.27480 0.43883 1.47611
4 N -0.62766 2.34699 -1.26471
5 N 0.17995 -0.18368 -1.21016
6 O -2.20613 0.38587 -0.54404
7 S -0.88230 0.97755 -0.74818
8 H 0.99449 -1.14491 2.04223
9 H 1.43783 -1.52726 -0.60667

The highest occupied orbital energy (spin up / spin down) is -10.4 / -10.4 eV. Its LUMO energy (spin up / spin down) is -3.24 / -3.24 eV. Its HOMO-LUMO gap (spin up / spin down) is 7.116 / 7.114 eV. The spin multiplicity is 1.

Entry x
An isolated molecule of C3H2N2OS, computed with ωB97M-V/def2-TZVPD.

Positions of all 9 atoms, in Å:
1 H 2.43829 -1.51338 0.31801
2 N 2.40903 -0.33461 0.12685
3 C 1.14383 -0.18974 -0.20721
4 N 0.51116 1.11671 -0.20280
5 C -0.74320 1.10429 -0.09858
6 C -1.42047 -0.22860 -0.02956
7 O -2.63414 -0.54556 0.04394
8 S -0.16168 -1.40112 -0.16725
9 H -1.54283 1.99201 0.21660

Its SMILES is [H]/N=C1/N=CC(=O)S1. The highest occupied orbital energy is -10.4 eV. Its LUMO energy is -1.58 eV. Its HOMO-LUMO gap is 8.821 eV. The spin multiplicity is 1.

Entry y
An isolated molecule of C3H2N2OS, computed with ωB97M-V/def2-TZVPD.

Positions of all 9 atoms, in Å:
1 O 2.52744 -2.39385 -0.49847
2 C 1.85367 -1.50991 -0.25080
3 N 1.10061 -0.60023 -0.41450
4 N 0.25739 0.28194 0.19801
5 C -1.26386 0.21933 0.36708
6 C -0.49434 1.43154 0.02114
7 S -0.49923 2.92293 -0.56152
8 H -1.50691 -0.13147 1.42894
9 H -1.97477 -0.22028 -0.28988

Its SMILES is O=C=NN1CC1=S. The highest occupied orbital energy is -9.1 eV. Its LUMO energy is -0.20 eV. Its HOMO-LUMO gap is 8.911 eV. The spin multiplicity is 1.

Which is most stable, and by how much? entry x, by 44.6 kcal/mol.

Entry w
A structure of composition BrH8LiO4, computed with ωB97M-V/def2-TZVPD.

Positions of all 14 atoms, in Å:
1 Li -0.37965 0.62030 0.27545
2 Br -2.49870 0.48366 -1.19577
3 O 0.28354 -1.39196 -2.30492
4 H -0.62417 -1.18515 -1.83102
5 H 0.35997 -2.16962 -1.86094
6 O 0.12809 1.97470 1.56745
7 H 1.07304 2.11627 1.71202
8 H -0.06704 2.92614 1.89511
9 O 1.46103 0.30685 -0.60123
10 H 1.35902 -0.40846 -1.16477
11 H 1.85829 1.07986 -1.20045
12 O -0.82137 -1.08588 1.73012
13 H -1.71062 -1.49922 1.90924
14 H -0.42144 -1.76750 1.06971

The highest occupied orbital energy is -8.1 eV. Its LUMO energy is -0.36 eV. Its HOMO-LUMO gap is 7.790 eV. The spin multiplicity is 1.

Entry x
A structure of composition BrH8LiO4, computed with ωB97M-V/def2-TZVPD.

Positions of all 14 atoms, in Å:
1 Li -13.02405 2.98388 -23.80985
2 Br -14.82077 3.82695 -22.01360
3 O -11.73039 4.52752 -24.11491
4 H -11.93127 5.42619 -24.37615
5 H -10.79858 4.42407 -24.30798
6 O -14.26392 6.09236 -24.12285
7 H -14.53440 5.46627 -23.45122
8 H -14.69005 5.78503 -24.92297
9 O -13.84689 2.33445 -25.55569
10 H -14.20660 2.74219 -26.34348
11 H -14.26602 1.47472 -25.51769
12 O -12.05486 1.08021 -23.36405
13 H -11.87038 0.49929 -24.10211
14 H -11.33225 0.93058 -22.75440

The highest occupied orbital energy is -7.8 eV. Its LUMO energy is -0.56 eV. Its HOMO-LUMO gap is 7.257 eV. The spin multiplicity is 1.

Which is most stable, and by how much? entry x, by 19.5 kcal/mol.